# C10H10F6N3O5PdS3

A structure of composition C10H10F6N3O5PdS3 in a non-equilibrium geometry (ωB97M-V with the def2-TZVPD basis set, OMol25).

The geometry in ORCA input format:
```
! RIJCOSX wB97M-V def2-TZVPD def2/J DEFGRID3
* xyz 0 2
Pd -1.873 1.160 0.666
F -4.162 1.449 -0.745
C -4.464 0.342 -0.013
F -5.679 -0.021 -0.352
F -4.441 0.778 1.260
S -3.042 -0.896 -0.315
O -2.417 -1.029 0.981
O -2.231 -0.156 -1.256
N -3.638 -2.198 -0.894
S -4.428 -2.967 0.285
O -4.970 -1.991 1.179
O -5.254 -4.012 -0.200
C -3.023 -3.813 1.232
F -1.854 -3.681 0.603
F -2.902 -3.314 2.453
F -3.265 -5.119 1.350
S -2.825 4.384 0.497
C -1.919 3.148 0.164
O -2.624 1.063 3.392
C -1.822 1.519 2.699
N 0.339 0.708 0.512
C 1.310 0.788 -0.121
N 2.439 0.829 -0.733
C 3.091 2.079 -1.083
C 4.507 2.126 -0.509
C 5.287 0.885 -0.940
C 4.555 -0.359 -0.447
C 3.152 -0.398 -1.048
H 2.486 2.906 -0.710
H 3.147 2.143 -2.176
H 4.471 2.175 0.582
H 4.997 3.033 -0.866
H 6.293 0.916 -0.523
H 5.376 0.858 -2.029
H 4.497 -0.343 0.644
H 5.085 -1.265 -0.739
H 2.577 -1.239 -0.661
H 3.227 -0.486 -2.137
*
```

Summary:
Energy above the lowest of the compared OMol25 structures with the same formula, charge and spin   269.0 kJ/mol
HOMO (spin up / spin down)   -9.2 / -9.1 eV
LUMO (spin up / spin down)   -1.50 / -1.86 eV
HOMO-LUMO gap (spin up / spin down)   7.750 / 7.236 eV

=====

# C10H10FeN2O4

A structure of composition C10H10FeN2O4 in a non-equilibrium geometry (ωB97M-V with the def2-TZVPD basis set, OMol25).

The geometry in ORCA input format:
```
! RIJCOSX wB97M-V def2-TZVPD def2/J DEFGRID3
* xyz 3 6
Fe -0.519 -0.593 0.366
C -1.869 0.497 0.800
O -2.848 1.071 1.071
C -1.070 -1.956 1.725
O -1.974 -2.256 2.461
C -0.200 -0.316 2.156
O 0.010 0.081 3.235
C -1.857 -1.305 -0.566
O -2.796 -1.624 -1.176
C 0.744 -1.978 0.169
H 0.810 -2.357 -0.855
H 1.721 -1.639 0.550
C -0.001 -2.853 1.135
H 0.658 -3.243 1.936
H -0.452 -3.769 0.705
C 0.257 2.922 0.333
C 0.583 1.940 -0.723
N 0.187 0.671 -0.866
C 0.736 0.186 -2.064
C 1.484 1.184 -2.612
N 1.369 2.275 -1.763
H 0.625 2.566 1.293
H 0.750 3.865 0.093
H -0.817 3.088 0.409
H 0.556 -0.814 -2.438
H 2.093 1.180 -3.497
H 1.818 3.177 -1.878
*
```

Summary:
Energy above the lowest of the compared OMol25 structures with the same formula, charge and spin   45.8 kJ/mol
HOMO (spin up / spin down)   -19.6 / -22.4 eV
LUMO (spin up / spin down)   -12.60 / -16.16 eV
HOMO-LUMO gap (spin up / spin down)   7.020 / 6.268 eV

=====

# C10H10N2

A cluster of 2 separate species, C10H10N2 in total in a non-equilibrium geometry (ωB97M-V with the def2-TZVPD basis set, OMol25).

The geometry in ORCA input format:
```
! RIJCOSX wB97M-V def2-TZVPD def2/J DEFGRID3
* xyz 0 1
C 2.024 1.045 0.791
C 1.092 0.021 0.775
C 1.397 -1.157 0.125
N 2.561 -1.401 -0.501
C 3.423 -0.397 -0.520
C 3.197 0.838 0.091
H 1.842 1.957 1.330
H 0.153 0.098 1.284
H 0.596 -1.903 0.093
H 4.343 -0.556 -1.060
H 3.968 1.618 0.060
C -3.063 0.857 -0.195
C -1.862 1.048 -0.853
C -0.932 0.013 -0.845
N -1.132 -1.174 -0.287
C -2.290 -1.355 0.350
C -3.275 -0.374 0.429
H -3.819 1.636 -0.156
H -1.612 1.964 -1.354
H 0.023 0.128 -1.353
H -2.446 -2.316 0.817
H -4.187 -0.590 0.983
*
```

Summary:
Energy above the lowest of the compared OMol25 structures with the same formula, charge and spin   186.1 kJ/mol
HOMO   -9.1 eV
LUMO   0.80 eV
HOMO-LUMO gap   9.861 eV

=====

# C10H10N2

A cluster of 2 separate species, C10H10N2 in total in a non-equilibrium geometry (ωB97M-V with the def2-TZVPD basis set, OMol25).

The geometry in ORCA input format:
```
! RIJCOSX wB97M-V def2-TZVPD def2/J DEFGRID3
* xyz 0 1
C 1.015 2.944 -0.655
C 1.793 2.328 0.306
C 1.211 1.668 1.408
N -0.055 1.833 1.708
C -0.825 2.678 0.817
C -0.274 3.093 -0.489
H 1.355 2.987 -1.615
H 2.868 2.236 0.154
H 1.710 1.082 2.178
H -1.934 2.717 0.906
H -0.845 3.432 -1.252
C -0.039 -1.356 -0.417
C -0.687 -1.724 0.751
C -1.222 -3.047 0.759
N -1.290 -3.936 -0.114
C -0.494 -3.583 -1.172
C 0.062 -2.353 -1.384
H 0.029 -0.244 -0.752
H -0.737 -0.891 1.545
H -1.748 -3.321 1.646
H -0.159 -4.341 -1.861
H 0.265 -2.205 -2.467
*
```

Summary:
Energy above the lowest of the compared OMol25 structures with the same formula, charge and spin   362.6 kJ/mol
HOMO   -9.3 eV
LUMO   0.36 eV
HOMO-LUMO gap   9.687 eV

=====

# C10H10N2O

A structure of composition C10H10N2O in a non-equilibrium geometry (ωB97M-V with the def2-TZVPD basis set, OMol25).

The geometry in ORCA input format:
```
! RIJCOSX wB97M-V def2-TZVPD def2/J DEFGRID3
* xyz 2 1
C -0.438 2.716 1.493
C -1.405 1.917 2.150
C 0.359 2.070 0.582
C -1.735 0.604 1.778
C 0.084 0.781 0.130
C -0.878 -0.002 0.861
C 0.883 0.303 -0.926
C 0.104 -1.980 -0.969
C -1.391 -2.280 1.082
C 1.836 -1.245 -2.386
N -0.914 -1.289 0.442
N 0.898 -0.966 -1.357
O -0.035 -3.112 -1.156
H -0.277 3.684 1.747
H -2.121 2.251 2.901
H 0.946 2.660 -0.002
H -2.551 0.106 2.269
H 1.490 1.029 -1.483
H -1.259 -3.374 0.945
H -1.879 -2.192 2.031
H 1.604 -0.798 -3.353
H 2.092 -2.283 -2.734
H 2.751 -0.828 -2.083
*
```

Summary:
Energy above the lowest of the compared OMol25 structures with the same formula, charge and spin   82.0 kJ/mol
HOMO   -17.9 eV
LUMO   -10.54 eV
HOMO-LUMO gap   7.399 eV

=====

# C10H10N2O2

A cluster of 2 separate species, C10H10N2O2 in total in a non-equilibrium geometry (ωB97M-V with the def2-TZVPD basis set, OMol25).

The geometry in ORCA input format:
```
! RIJCOSX wB97M-V def2-TZVPD def2/J DEFGRID3
* xyz 0 1
C -3.182 -1.866 -0.609
C -1.069 -0.806 0.155
C 0.032 -1.562 0.328
C 1.174 -0.768 0.226
C 2.414 -1.362 0.427
C 2.551 1.260 -0.346
C 1.267 0.677 -0.298
C 0.084 1.296 -0.353
C -1.100 0.696 -0.074
C -2.179 2.596 0.575
H -2.352 -2.071 -1.444
H -4.478 -1.113 -0.695
H -3.694 -2.938 -0.498
H 0.249 -2.650 0.745
H 2.786 -2.357 0.652
H 2.469 2.324 -0.277
H -0.061 2.518 -0.296
H -1.361 2.694 1.425
H -3.258 2.903 1.025
H -2.314 3.250 -0.391
N 3.459 -0.779 0.077
N 3.527 0.524 -0.314
O -2.383 -1.347 0.314
O -2.221 1.130 -0.161
*
```

Summary:
Energy above the lowest of the compared OMol25 structures with the same formula, charge and spin   1031.4 kJ/mol
HOMO   -8.4 eV
LUMO   0.17 eV
HOMO-LUMO gap   8.522 eV

=====

# C10H10N2O2

A cluster of 2 separate species, C10H10N2O2 in total in a non-equilibrium geometry (ωB97M-V with the def2-TZVPD basis set, OMol25).

The geometry in ORCA input format:
```
! RIJCOSX wB97M-V def2-TZVPD def2/J DEFGRID3
* xyz 0 1
O -3.858 2.672 1.858
C -3.347 1.749 1.233
C -4.051 0.824 0.311
C -3.280 -0.009 -0.360
N -1.976 -0.030 -0.389
C -1.075 0.817 0.380
O 0.140 0.619 0.292
N -1.969 1.530 1.313
H -5.185 0.736 0.057
H -4.034 -0.969 -0.667
H -1.595 -0.519 -1.181
H -1.651 2.191 1.971
C 2.513 -0.315 -1.674
C 3.471 -1.252 -1.445
C 3.515 -1.861 -0.084
C 2.756 -1.328 0.886
C 2.030 -0.237 0.608
C 1.868 0.384 -0.617
H 2.537 0.005 -2.667
H 4.033 -1.680 -2.361
H 3.866 -2.997 0.225
H 2.572 -1.974 1.804
H 1.713 0.451 1.390
H 1.011 1.193 -0.885
*
```

Summary:
Energy above the lowest of the compared OMol25 structures with the same formula, charge and spin   661.8 kJ/mol
HOMO   -8.3 eV
LUMO   0.27 eV
HOMO-LUMO gap   8.560 eV

=====

# C10H10N6O8

A cluster of 2 separate species, C10H10N6O8 in total in a non-equilibrium geometry (ωB97M-V with the def2-TZVPD basis set, OMol25).

The geometry in ORCA input format:
```
! RIJCOSX wB97M-V def2-TZVPD def2/J DEFGRID3
* xyz 0 1
O 2.704 -4.464 4.106
N 2.305 -3.998 3.053
C 1.763 -2.816 2.579
C 1.575 -2.938 1.178
N 1.884 -4.202 0.772
O 2.345 -4.816 1.902
C 1.361 -1.748 0.360
N 1.230 -1.779 -1.081
O 1.007 -2.833 -1.697
O 1.381 -0.679 -1.678
C 1.430 -0.480 0.960
C 1.622 -0.416 2.344
N 1.938 0.686 3.133
O 1.931 1.899 2.917
O 2.315 0.186 4.408
N 2.235 -1.185 4.449
C 1.795 -1.535 3.195
H 1.635 0.400 0.361
C -3.405 2.040 -4.421
C -3.057 2.638 -3.078
O -1.885 1.971 -2.532
C -1.810 1.949 -1.179
C -0.458 1.434 -0.659
N -0.558 0.919 0.685
O -2.715 2.301 -0.448
H -4.251 2.582 -4.851
H -2.580 2.098 -5.136
H -3.716 0.994 -4.325
H -2.814 3.700 -3.197
H -3.901 2.535 -2.393
H -0.110 0.672 -1.363
H 0.219 2.303 -0.667
H 0.090 1.387 1.312
H -1.506 1.196 0.992
*
```

Summary:
HOMO   -9.5 eV
LUMO   -2.26 eV
HOMO-LUMO gap   7.290 eV

=====

# C10H10O

An isolated molecule of C10H10O in a non-equilibrium geometry (ωB97M-V with the def2-TZVPD basis set, OMol25).

The geometry in ORCA input format:
```
! RIJCOSX wB97M-V def2-TZVPD def2/J DEFGRID3
* xyz 0 3
C 0.438 0.798 -2.379
C 0.015 -0.621 -2.443
C 1.088 1.181 -1.269
C 0.244 -1.318 -1.336
C 1.589 0.363 -0.115
C 0.512 -0.693 -0.042
C 2.722 0.541 0.673
C 0.002 -1.296 1.257
C -0.646 -0.278 0.904
C -2.701 0.344 2.101
O -1.635 0.620 1.137
H 0.219 1.554 -3.111
H -0.277 -1.154 -3.331
H 1.419 2.224 -1.232
H 0.138 -2.340 -1.383
H 3.174 1.539 0.650
H 2.894 -0.362 1.305
H -0.202 -2.258 1.681
H -2.477 1.195 2.729
H -2.756 -0.649 2.572
H -3.759 0.611 1.632
*
```

Summary:
HOMO (spin up / spin down)   -5.2 / -8.6 eV
LUMO (spin up / spin down)   0.90 / -2.13 eV
HOMO-LUMO gap (spin up / spin down)   6.130 / 6.436 eV

=====

# C10H11AuCl3F4N2O4SeSi

A structure of composition C10H11AuCl3F4N2O4SeSi in a non-equilibrium geometry (ωB97M-V with the def2-TZVPD basis set, OMol25).

The geometry in ORCA input format:
```
! RIJCOSX wB97M-V def2-TZVPD def2/J DEFGRID3
* xyz -1 1
Au -0.988 1.695 -1.098
C 2.563 1.525 -0.805
N 1.588 0.847 -1.647
C 1.793 1.190 -3.047
C 1.657 -0.593 -1.460
C 0.916 -1.189 -0.280
N -0.319 -0.966 -0.046
C -0.989 -1.583 1.028
C -2.224 -1.023 1.378
F -2.710 0.002 0.698
C -2.967 -1.515 2.436
F -4.134 -0.935 2.733
C -2.531 -2.590 3.179
C -1.329 -3.165 2.831
F -0.872 -4.224 3.520
C -0.572 -2.682 1.784
F 0.575 -3.325 1.510
H 3.595 1.245 -1.079
H 2.413 1.286 0.242
H 2.450 2.603 -0.901
H 2.782 0.865 -3.409
H 1.721 2.271 -3.165
H 1.017 0.730 -3.656
H 2.707 -0.922 -1.384
H 1.233 -1.085 -2.341
H 0.893 0.325 1.510
H 1.504 -1.897 0.304
H -3.111 -2.968 4.007
Cl -1.850 2.714 -4.583
Si -2.129 1.393 -2.981
Cl -4.211 1.241 -2.897
Cl -1.604 -0.458 -3.886
O 1.255 0.709 2.365
Se 0.588 2.365 2.326
O 1.874 3.323 2.268
O -0.244 2.378 0.921
O -0.342 2.412 3.626
*
```

Summary:
Energy above the lowest of the compared OMol25 structures with the same formula, charge and spin   36.4 kJ/mol
HOMO   -5.6 eV
LUMO   1.88 eV
HOMO-LUMO gap   7.443 eV

=====

# C10H11Br2N3

The ion C10H11Br2N3 with charge +2 in a non-equilibrium geometry (ωB97M-V with the def2-TZVPD basis set, OMol25).

The geometry in ORCA input format:
```
! RIJCOSX wB97M-V def2-TZVPD def2/J DEFGRID3
* xyz 2 1
C -3.960 0.416 2.372
C -2.756 0.421 1.527
C -2.209 -0.841 1.152
C -1.093 -0.980 0.390
Br -0.783 -2.698 -0.343
C -0.281 0.161 0.059
C 1.056 0.056 -0.605
N 1.791 -1.063 -0.655
C 2.813 -0.884 -1.452
N 3.799 -1.665 -1.751
C 2.799 0.473 -2.003
N 1.584 1.042 -1.330
C -0.732 1.372 0.565
Br 0.134 2.994 0.421
C -1.995 1.511 1.136
H -4.759 0.609 1.694
H -4.245 -0.565 2.795
H -3.806 1.021 3.315
H -2.790 -1.829 1.368
H 1.536 -1.853 -0.148
H 4.733 -1.330 -1.980
H 3.941 -2.639 -1.642
H 3.633 1.207 -2.000
H 2.746 0.622 -3.059
H 1.213 2.014 -1.234
H -2.369 2.428 1.407
*
```

Summary:
Energy above the lowest of the compared OMol25 structures with the same formula, charge and spin   34.5 kJ/mol
HOMO   -15.9 eV
LUMO   -8.84 eV
HOMO-LUMO gap   7.033 eV

=====

# C10H11BrINO3Pt

A structure of composition C10H11BrINO3Pt (ωB97M-V with the def2-TZVPD basis set, OMol25).

The geometry in ORCA input format:
```
! RIJCOSX wB97M-V def2-TZVPD def2/J DEFGRID3
* xyz 2 5
Pt -0.132 -1.503 0.170
Br -1.326 0.449 2.567
C -1.865 0.932 0.845
C -2.635 2.070 0.615
C -2.952 2.398 -0.688
C -2.487 1.604 -1.739
C -1.749 0.490 -1.419
N -1.461 0.152 -0.143
C -1.102 -0.469 -2.390
O -1.544 -0.305 -3.596
O -0.248 -1.287 -2.069
H -2.962 2.680 1.445
H -3.548 3.278 -0.891
H -2.692 1.859 -2.770
I -2.220 -3.746 -0.179
C -0.593 -3.366 1.009
H 0.236 -4.041 0.805
H -0.862 -3.260 2.056
C 3.040 -0.924 1.260
C 2.472 0.165 0.423
C 3.276 1.373 0.127
O 1.321 0.090 -0.045
H 4.114 -0.813 1.386
H 2.824 -1.902 0.823
H 2.570 -0.874 2.247
H 4.084 1.068 -0.548
H 3.763 1.732 1.036
H 2.678 2.150 -0.339
*
```

Summary:
Energy above the lowest of the compared OMol25 structures with the same formula, charge and spin   0.0 kJ/mol
HOMO (spin up / spin down)   -16.0 / -16.9 eV
LUMO (spin up / spin down)   -7.72 / -10.62 eV
HOMO-LUMO gap (spin up / spin down)   8.231 / 6.272 eV